# 1
ORCA calculation (wB97M-V/def2-TZVPD) on 2 unconnected molecules or ions with the total composition C5H10O2.

## Properties
Charge: 0
F_max (eV/Å): 0.3
DFT total energy (eV): -9440.032
2S+1: 1
SMILES: CO/C=C(/C)C=O.[H][H]

Positions of all 17 atoms, in Å:
C  -0.563  2.594  -0.596
O  -0.589  1.504  0.312
C  0.311  0.532  0.070
C  0.281  -0.670  0.668
C  1.341  -1.707  0.421
C  -0.812  -1.011  1.594
O  -0.887  -2.080  2.167
H  0.456  2.985  -0.708
H  -1.201  3.369  -0.171
H  -0.952  2.296  -1.577
H  1.100  0.789  -0.641
H  0.883  -2.694  0.315
H  1.917  -1.485  -0.485
H  2.040  -1.768  1.263
H  -1.588  -0.235  1.736
H  -0.978  -1.269  -2.534
H  -0.759  -1.149  -1.833

=====

# 2
ORCA calculation (wB97M-V/def2-TZVPD) on a single C5H10O2 molecule at a distorted geometry.

## Properties
Charge: 0
F_max (eV/Å): 3.6
DFT total energy (eV): -9439.992
2S+1: 1
SMILES: C[C@H]1[C@H](O)C[C@@H]1O

Positions of all 17 atoms, in Å:
C  -0.126  -1.866  0.121
C  0.070  -0.449  0.522
C  1.121  0.384  -0.095
O  2.061  0.866  0.781
C  0.044  1.478  -0.360
C  -1.020  0.475  -0.072
O  -2.130  0.777  0.772
H  -0.359  -1.947  -0.985
H  -0.916  -2.141  0.728
H  0.704  -2.671  0.433
H  0.160  -0.397  1.632
H  1.696  -0.121  -1.024
H  1.833  0.517  1.603
H  0.290  2.181  0.544
H  0.045  2.120  -1.291
H  -1.581  0.074  -0.906
H  -1.925  1.517  1.387

=====

# 3
ORCA calculation (wB97M-V/def2-TZVPD) on a single C5H10O2 molecule at a distorted geometry.

## Properties
Charge: 0
F_max (eV/Å): 2.4
DFT total energy (eV): -9439.648
2S+1: 1
SMILES: OC[C@H]1CCOC1

Positions of all 17 atoms, in Å:
O  1.860  -0.454  0.387
C  0.821  -1.368  0.111
C  -0.291  -0.611  -0.669
C  -1.340  0.065  0.213
C  -0.563  1.067  1.059
O  0.541  1.501  0.224
C  0.512  0.541  -1.214
H  1.442  0.516  0.573
H  1.197  -2.201  -0.513
H  0.437  -1.816  1.042
H  -0.796  -1.211  -1.444
H  -2.038  0.607  -0.436
H  -1.905  -0.652  0.814
H  -1.182  1.929  1.349
H  -0.207  0.598  1.997
H  0.061  1.315  -1.794
H  1.451  0.176  -1.699

=====

# 4
ORCA calculation (wB97M-V/def2-TZVPD) on a single C5H10O2 molecule.

## Properties
Charge: 0
F_max (eV/Å): 0.3
DFT total energy (eV): -9441.728
2S+1: 1
SMILES: C[C@H]1OCC[C@H]1O

Positions of all 17 atoms, in Å:
C  2.063  -0.114  -0.484
C  0.779  0.290  0.234
O  0.036  1.182  -0.597
C  -1.347  1.119  -0.241
C  -1.498  -0.058  0.736
C  -0.208  -0.847  0.500
O  -0.316  -1.731  -0.600
H  2.906  0.526  -0.218
H  1.912  -0.021  -1.560
H  2.339  -1.151  -0.274
H  1.009  0.783  1.192
H  -1.922  0.969  -1.162
H  -1.667  2.070  0.203
H  -1.538  0.300  1.770
H  -2.382  -0.670  0.543
H  0.095  -1.454  1.357
H  -0.261  -1.194  -1.401

=====

# 5
ORCA calculation (wB97M-V/def2-TZVPD) on a molecular structure, C5H10O2.

## Properties
Charge: 0
F_max (eV/Å): 0.9
DFT total energy (eV): -9438.124
2S+1: 1

Positions of all 17 atoms, in Å:
C  2.162  0.814  -0.091
O  1.068  0.719  0.810
C  0.759  -0.550  1.157
C  -0.663  -0.556  1.664
C  -0.920  -0.861  0.198
C  -1.471  0.268  -0.649
O  -1.339  0.007  -2.032
H  1.796  0.706  -1.124
H  2.898  0.031  0.112
H  2.607  1.805  0.019
H  0.241  -1.118  -0.078
H  -0.910  -1.360  2.359
H  -1.028  0.412  2.013
H  -1.347  -1.841  -0.015
H  -2.548  0.398  -0.480
H  -0.983  1.212  -0.356
H  -0.407  -0.173  -2.210

=====

# 6
ORCA calculation (wB97M-V/def2-TZVPD) on a single C5H10O2 molecule at a distorted geometry.

## Properties
Charge: 0
F_max (eV/Å): 1.8
DFT total energy (eV): -9438.957
2S+1: 1
SMILES: CO[C@H]1C[C@H]1CO

Positions of all 17 atoms, in Å:
C  -1.471  1.114  -1.595
O  -0.199  0.700  -1.098
C  -0.319  0.554  0.291
C  -0.913  -0.903  0.336
C  0.357  -0.564  1.011
C  1.737  -0.953  0.603
O  2.670  -0.056  1.184
H  -1.398  2.185  -1.783
H  -2.320  0.948  -0.904
H  -1.690  0.573  -2.521
H  -0.219  1.550  0.774
H  -1.848  -1.131  0.812
H  -0.765  -1.458  -0.608
H  0.196  -0.506  2.088
H  1.984  -1.948  0.973
H  1.801  -0.942  -0.495
H  2.398  0.838  0.932